[1]
Entry from the Open Molecules 2025 dataset: a molecular structure, C16H17N3O3PbS (wB97M-V/def2-TZVPD).

```
! wB97M-V def2-TZVPD RIJCOSX def2/J DEFGRID3
* xyz 2 1
Pb -1.70770 0.47998 -1.35025
S -0.03776 -1.84736 0.82897
O 1.37033 1.64313 -0.92541
O 2.04034 2.35469 1.18918
O -2.26641 2.94664 2.06697
N -1.29883 -0.88445 0.52583
N -3.86766 0.79755 -0.27696
N -1.42727 2.23733 0.04661
C 3.51713 0.21466 0.89786
C 1.04022 2.19899 0.04573
C 1.28393 -0.64599 1.23524
C 3.15361 1.43544 1.61794
C -0.24372 -3.67933 -1.10208
C 0.93620 0.32428 2.10158
C -0.19861 2.91664 0.42656
C 0.62766 -3.54135 -3.33715
C 2.63185 -0.77634 0.73189
C 0.36368 -2.46221 -0.81132
C 1.23732 -2.33210 -3.03349
C -0.11779 -4.21015 -2.37526
C 1.10269 -1.77674 -1.76783
C -3.82085 2.06361 0.49156
C 1.84860 1.44462 2.36017
C -2.42271 2.43440 0.97511
H 0.73794 -3.96475 -4.32636
H -0.81225 -4.20556 -0.34422
H -0.11260 3.88050 -0.10077
H -0.23871 3.14385 1.49436
H -1.96987 -0.94321 1.28805
H 1.57441 -0.83186 -1.55827
H -4.13189 2.87949 -0.16238
H 2.93291 -1.69811 0.25190
H -4.01605 0.02159 0.36274
H 1.72722 2.01274 3.27261
H 4.54845 0.10636 0.59285
H -0.01733 0.32441 2.61561
H 1.83278 -1.81730 -3.77543
H -0.59202 -5.15256 -2.61249
H 3.96082 2.05722 1.98089
H -4.49016 2.04787 1.34910
H -4.67792 0.80337 -0.88965
*
```

Computed properties:
HOMO-LUMO gap: 7.9 eV

---

[2]
Entry from the Open Molecules 2025 dataset: a molecular structure, C16H17N3O5PtS at a distorted geometry (wB97M-V/def2-TZVPD).

```
! wB97M-V def2-TZVPD RIJCOSX def2/J DEFGRID3
* xyz 0 1
Pt -0.82562 -0.21003 -0.40621
S -2.66645 0.65671 -2.53667
O 2.08538 -3.06847 0.95888
O -3.16533 0.37568 -3.88132
O -4.81096 -1.96467 0.52271
O 1.21877 -1.28099 -0.00232
O -3.28559 -0.39743 -0.00399
N 2.66738 0.73320 0.32235
N -1.25393 0.12336 -2.35085
N -1.24237 -2.16493 0.30124
C -0.35554 1.77540 -0.36786
C -0.24981 -3.06753 0.41117
C -2.53485 -2.60106 0.39957
C -3.53456 -1.58340 0.29431
C -1.80799 -4.87943 0.57352
C 1.13904 -2.48422 0.46848
C 2.15423 1.56884 -0.79812
C 1.03564 3.75787 -0.39213
C 0.91002 2.37235 -0.48364
C 4.00824 0.21355 0.04443
C -2.83039 -3.96574 0.54845
C -0.07441 4.56856 -0.23806
C -1.32989 3.99245 -0.13762
C -1.45868 2.61447 -0.18898
C -0.48162 -4.41925 0.52384
C 2.58636 1.38603 1.62605
H -5.39496 -1.20083 0.40488
H 3.01703 0.73458 2.38287
H 4.03055 -0.18437 -0.96586
H -2.01058 -5.93565 0.64704
H 0.35617 -5.09403 0.56870
H -2.20678 4.61505 -0.03076
H 1.54467 1.57532 1.87584
H -3.86605 -4.26124 0.60327
H 4.22748 -0.60324 0.73227
H 3.12069 2.33650 1.61883
H 2.01566 4.21277 -0.47040
H 1.91475 0.88484 -1.61765
H 0.03741 5.64174 -0.20528
H 2.95019 2.25259 -1.11085
H 2.04592 -0.19048 0.31276
H -2.44627 2.17444 -0.10345
H 4.76708 0.99070 0.15060
*
```

Computed properties:
HOMO-LUMO gap (spin up / spin down): 5.7 / 5.7 eV

---

[3]
Entry from the Open Molecules 2025 dataset: a molecular structure, C16H17N3O5S at a distorted geometry (wB97M-V/def2-TZVPD).

```
! wB97M-V def2-TZVPD RIJCOSX def2/J DEFGRID3
* xyz 0 1
S -0.33250 2.69510 -0.30029
O -1.70816 -1.80637 0.34262
O 2.96742 2.01108 2.06886
O 0.07441 -0.22972 -1.19527
O 0.05116 -2.72799 -0.51290
O 2.03829 -2.77990 2.60071
N 1.39934 -0.92310 1.33399
N -1.86907 -0.34513 -2.13469
N 2.23526 1.29876 1.08286
C -1.21516 1.75153 -1.51395
C 0.36842 -3.23285 0.87828
C -3.22714 -0.46169 -2.44532
C -0.98023 4.05434 -1.03454
C -3.88469 -1.54928 -1.85661
C 4.31807 1.82266 3.98158
C 1.44527 -2.36662 1.58307
C -1.80749 3.87385 -1.93564
C -1.53213 -1.87207 -1.82566
C 2.92282 -0.21675 2.77222
C -1.82119 2.57135 -2.48731
C -1.16866 -2.24853 -0.46990
C 3.37275 1.16533 2.88830
C -2.78373 -2.75981 -2.35609
C -0.94140 0.41162 -1.51376
C 2.15528 -0.04119 1.68388
H -0.47113 -3.57083 1.63769
H 4.65540 1.02477 4.92966
H -3.57173 0.63745 -1.86048
H -3.41154 -0.33162 -3.46814
H -4.00049 -1.46683 -0.92888
H 1.02419 -4.34654 0.82701
H -2.82066 -3.55933 -1.84796
H -0.55856 -2.24057 -2.72876
H -2.51088 2.38857 -3.30003
H 3.79975 2.81460 4.40511
H -2.36172 4.69215 -2.73134
H 0.76208 -0.77283 0.52944
H 5.28312 2.05886 3.72907
H -0.52511 4.90239 -0.81079
H -2.85049 -2.90652 -3.39392
H 3.23830 -1.00386 3.52418
H -4.88837 -1.74099 -2.46859
*
```

Computed properties:
HOMO-LUMO gap: 8.4 eV
ΔE to the lowest compared entry with this formula, charge and spin: 13.879 eV

---

[4]
Entry from the Open Molecules 2025 dataset: a molecular structure, C16H17N3O6S at a distorted geometry (wB97M-V/def2-TZVPD).

```
! wB97M-V def2-TZVPD RIJCOSX def2/J DEFGRID3
* xyz 0 1
S -2.21387 -2.52407 0.22077
O -3.25338 -3.30021 -0.27968
O -3.80928 3.36294 -1.37481
O 5.78558 0.34795 -0.79457
O -1.79076 -3.13435 1.68458
O -4.65736 1.36673 -2.14435
O 3.91798 -1.63848 -1.43009
N -3.92713 2.01205 -1.17845
N -0.92223 -2.26464 -0.74298
N -0.03108 -1.60613 -0.49013
C -2.00180 -0.04516 1.80670
C 3.92449 1.38468 0.25501
C 6.82531 1.08607 -0.32125
C 2.50310 1.56662 0.81792
C -2.83870 1.98598 0.86468
C -3.31766 1.38767 -0.06707
C -2.83893 3.47956 1.17823
C 1.57647 0.54562 0.57172
C 2.06968 -0.41552 -0.45708
C 3.38263 -0.50658 -0.79582
C -2.27266 1.29836 2.07048
C 4.39857 0.44299 -0.34938
C 7.12482 0.80979 1.20984
C -2.53345 -0.81974 0.69461
C -3.04087 0.07153 -0.41530
C 1.06554 -1.38639 -0.82356
H 6.28493 2.27787 -0.35347
H 7.48599 0.91350 -0.97377
H -2.28705 3.82121 0.48318
H 1.53990 -2.36910 -1.31631
H -2.70038 3.67145 2.31313
H -0.61709 -3.32986 -1.24688
H -3.90660 3.95667 0.99158
H 7.28049 -0.27184 1.25660
H -1.55310 -0.71900 2.65544
H 4.76994 -1.27055 -1.54668
H -1.77090 1.85089 2.56112
H 0.66613 0.93022 0.71397
H 4.57554 2.36722 0.96771
H 7.76670 1.52222 1.64444
H 6.32326 0.91479 1.96239
H -3.50650 -0.48052 -1.21140
H 2.25356 2.51546 1.16354
*
```

Computed properties:
HOMO-LUMO gap: 7.0 eV
ΔE to the lowest compared entry with this formula, charge and spin: 21.186 eV

---

[5]
Entry from the Open Molecules 2025 dataset: C16H17N3OS in the gas phase (wB97M-V/def2-TZVPD).

```
! wB97M-V def2-TZVPD RIJCOSX def2/J DEFGRID3
* xyz 0 1
S 1.77788 1.92227 -0.39311
O -1.00024 -1.09043 2.37185
N 0.83696 -0.37278 -1.14381
N 4.08617 -0.63564 -1.52668
N 0.07616 0.34042 0.96745
C -0.00115 1.40026 1.95750
C -2.47966 1.89777 -0.18956
C -0.48725 -1.87241 0.19484
C -1.09481 -4.01496 -0.69812
C 0.19140 -2.48893 -2.04833
C 2.62299 1.44525 -1.94430
C 3.42897 0.27704 -1.72771
C -3.43316 1.58664 0.96225
C -2.55779 1.60021 2.22549
C 0.78292 0.47704 -0.18512
C -1.48608 2.86846 0.44146
C -0.44079 -3.70061 -1.88946
C -1.11659 -3.11054 0.33882
C 0.17497 -1.56070 -1.00352
C -1.23863 2.31174 1.85055
C -0.51443 -0.89860 1.27686
H -4.19296 2.36724 1.02368
H -3.06030 2.12855 3.03488
H -1.95348 3.85106 0.52484
H -1.61403 -3.32691 1.27214
H -2.99302 2.33054 -1.04765
H -1.03982 3.13080 2.54732
H 0.90407 2.00894 1.86967
H 0.71137 -2.23552 -2.95837
H -0.00916 0.91542 2.93829
H -2.36053 0.58920 2.57189
H -0.56975 2.98217 -0.13347
H -0.42744 -4.42004 -2.69489
H 3.24545 2.29927 -2.21594
H 1.86294 1.25114 -2.70152
H -1.58245 -4.97198 -0.59152
H -3.94048 0.63232 0.82892
H -1.97658 0.98877 -0.52376
*
```

Computed properties:
HOMO-LUMO gap: 9.0 eV
ΔE to the lowest compared entry with this formula, charge and spin: 0.323 eV
SMILES: N#CCSc1nc2ccccc2c(=O)n1CC1CCCC1

---

[6]
Entry from the Open Molecules 2025 dataset: a molecular structure, C16H17N5NiO5S (wB97M-V/def2-TZVPD).

```
! wB97M-V def2-TZVPD RIJCOSX def2/J DEFGRID3
* xyz -2 3
Ni 0.45562 -0.64776 0.05118
S 1.08259 3.44946 0.28199
O 0.69885 -4.92208 0.14346
O 0.90017 -0.36745 2.12722
O 2.79696 0.42388 -3.34674
O 1.00118 0.04715 -2.03339
O 2.62735 -0.24345 3.57526
N -0.63202 2.39199 -1.47153
N 2.45109 -0.10191 0.08988
N 0.88351 -2.55944 -0.18277
N -1.59329 -0.76294 0.04479
N -1.46712 2.84076 0.61660
C -0.39990 2.82632 -0.21088
C -1.93139 -0.70092 2.55504
C -1.85420 -1.02035 -2.46445
C 3.06955 -0.23803 1.25146
C -3.73132 -0.97279 0.73999
C -2.39526 -0.91707 -1.06462
C -3.71839 -1.03861 -0.67731
C -2.41890 -0.80496 1.14248
C 0.78058 -3.72499 -0.01271
C 2.24563 0.15422 -2.27626
C 4.50315 -0.13265 -1.07110
C 2.12567 -0.29134 2.44876
C 4.44771 -0.33131 1.32254
C 5.16994 -0.28957 0.13735
C 3.12392 -0.03994 -1.04826
C -2.81152 2.46580 0.21116
H -4.59278 -1.03761 1.39347
H -2.24379 -0.22983 -3.11496
H -0.77038 -0.96010 -2.47379
H -2.78857 -0.73559 3.23160
H -2.92909 1.40334 0.00780
H 5.01695 -0.08590 -2.02102
H -1.33898 1.67101 -1.57756
H -4.56426 -1.17414 -1.33973
H -2.13819 -1.97734 -2.91224
H 0.20630 2.15040 -1.98295
H -1.23085 2.82905 1.59302
H 4.91541 -0.44315 2.29044
H -3.08477 3.03220 -0.68272
H 6.25021 -0.37526 0.15596
H -3.49749 2.73774 1.01100
H -1.37134 0.21715 2.73775
H -1.24851 -1.51401 2.80479
*
```

Computed properties:
HOMO-LUMO gap (spin up / spin down): 6.6 / 6.6 eV
⟨S²⟩: 2.004